# 1
The following is a DFT calculation (ωB97M-V with the def2-TZVPD basis set) of C17H21ClN2O4 in the gas phase.

```
! RIJCOSX wB97M-V def2-TZVPD def2/J DEFGRID3
* xyz 0 1
C -5.886 -2.848 -0.133
O -5.836 -1.445 -0.232
C -4.656 -0.820 0.013
C -3.466 -1.445 0.367
C -2.313 -0.715 0.598
C -2.319 0.668 0.478
N -1.191 1.464 0.698
C 0.080 1.089 1.007
O 0.434 -0.060 1.174
C 1.028 2.271 1.118
C 1.314 2.895 -0.254
C 2.019 1.915 -1.195
C 3.503 1.747 -0.862
C 4.043 0.392 -1.319
N 3.432 -0.685 -0.567
C 3.688 -0.898 0.770
O 4.468 -0.254 1.423
C 2.830 -2.054 1.227
C 2.065 -2.495 -0.014
C 2.511 -1.554 -1.108
O 2.156 -1.539 -2.259
C -3.506 1.310 0.124
C -4.651 0.577 -0.103
Cl -6.112 1.382 -0.537
H -6.912 -3.120 -0.374
H -5.207 -3.325 -0.847
H -5.649 -3.187 0.880
H -3.426 -2.517 0.468
H -1.405 -1.221 0.876
H -1.356 2.455 0.586
H 1.955 1.910 1.565
H 0.595 3.021 1.784
H 0.376 3.217 -0.712
H 1.936 3.782 -0.119
H 1.920 2.263 -2.224
H 1.515 0.949 -1.131
H 3.664 1.821 0.214
H 4.085 2.538 -1.338
H 3.816 0.213 -2.372
H 5.124 0.351 -1.158
H 3.458 -2.834 1.655
H 2.160 -1.689 2.006
H 2.270 -3.523 -0.310
H 0.987 -2.387 0.110
H -3.542 2.384 0.025
*
```

## Properties
- SMILES: COc1ccc(NC(=O)CCCCCN2C(=O)CCC2=O)cc1Cl
- Relative energy (zero: lowest compared OMol25 entry of this formula, charge and spin): 0.00 kJ/mol
- M: 352.8 u

# 2
The following is a DFT calculation (ωB97M-V with the def2-TZVPD basis set) of 2 unconnected molecules or ions with the total composition C17H21ClN2S2 in a non-equilibrium geometry.

```
! RIJCOSX wB97M-V def2-TZVPD def2/J DEFGRID3
* xyz 0 1
C -4.908 0.220 1.984
N -3.440 0.341 2.156
C -2.700 -0.937 2.060
C -1.277 -0.787 2.591
N -0.565 0.368 1.999
C 0.786 0.327 1.751
S 1.668 -1.060 2.048
S 1.575 1.675 1.160
C -1.353 1.620 1.943
C -2.747 1.387 1.375
H -5.386 1.185 2.143
H -5.143 -0.130 0.980
H -5.311 -0.486 2.709
H -3.250 -1.698 2.624
H -2.695 -1.266 1.015
H -1.276 -0.672 3.679
H -0.701 -1.690 2.371
H -1.410 2.032 2.954
H -0.812 2.353 1.341
H -2.695 1.069 0.329
H -3.349 2.302 1.394
Cl 2.984 -3.676 7.001
C 3.692 -2.510 5.958
C 4.446 -2.915 4.856
C 5.041 -1.989 4.044
C 4.903 -0.599 4.295
C 5.561 0.359 3.489
C 5.424 1.856 3.603
C 6.428 2.426 2.577
C 7.006 1.214 1.916
C 6.496 0.081 2.455
C 4.107 -0.211 5.404
C 3.527 -1.148 6.215
H 4.548 -3.969 4.662
H 5.612 -2.321 3.195
H 4.393 2.149 3.373
H 5.640 2.186 4.624
H 5.943 3.082 1.843
H 7.222 3.015 3.056
H 7.746 1.235 1.134
H 6.786 -0.912 2.159
H 3.979 0.836 5.616
H 2.947 -0.847 7.070
*
```

## Properties
- M: 353.0 u

# 3
The following is a DFT calculation (ωB97M-V with the def2-TZVPD basis set) of a molecular structure, C17H21Co2O7Si in a non-equilibrium geometry.

```
! RIJCOSX wB97M-V def2-TZVPD def2/J DEFGRID3
* xyz -1 1
C -2.599 1.798 3.315
C -1.482 1.483 2.329
C -0.748 0.241 2.753
C -1.162 -1.018 2.490
C -0.430 -2.214 2.963
O 0.418 0.403 3.442
Si 1.909 0.794 2.753
C 2.414 2.500 3.336
C 3.157 -0.495 3.292
C 1.707 0.761 0.888
H -3.139 2.681 2.971
H -3.306 0.964 3.388
H -2.180 2.004 4.305
H -1.909 1.231 1.347
H -0.786 2.336 2.223
H -2.092 -1.129 1.934
H -1.004 -3.091 2.649
H 0.582 -2.301 2.535
H -0.350 -2.247 4.061
H 3.361 2.760 2.856
H 1.664 3.246 3.064
H 2.550 2.506 4.420
H 4.122 -0.239 2.846
H 3.261 -0.495 4.380
H 2.868 -1.494 2.956
H 2.689 0.921 0.436
H 1.322 -0.196 0.530
H 1.035 1.552 0.550
O -1.356 3.240 -3.067
C -1.364 2.256 -3.664
Co -1.279 0.665 -4.462
C -2.897 -0.037 -4.503
O -3.919 -0.580 -4.491
C -0.898 0.781 -6.170
O -0.582 0.785 -7.286
C 0.309 -0.348 -3.862
C -0.528 -0.505 -2.718
C -0.699 0.010 -1.466
Co 0.084 -2.199 -3.814
C -1.313 -3.213 -3.486
O -2.291 -3.799 -3.246
C 1.438 -2.733 -2.790
O 2.309 -2.979 -2.058
C 0.415 -2.499 -5.524
O 0.586 -2.599 -6.669
H 1.283 0.146 -3.733
H -1.043 -0.626 -0.633
H -0.128 0.973 -1.371
*
```

## Properties
- M: 483.3 u

# 4
The following is a DFT calculation (ωB97M-V with the def2-TZVPD basis set) of 2 unconnected molecules or ions with the total composition C17H21F2O5P2Si in a non-equilibrium geometry.

```
! RIJCOSX wB97M-V def2-TZVPD def2/J DEFGRID3
* xyz -1 1
C 0.413 0.847 -1.600
Si -1.267 0.825 -0.740
C -1.547 2.578 -0.022
C -1.362 -0.492 0.631
C -0.189 -1.531 0.479
C -0.506 -2.989 0.928
F -1.840 -3.293 1.089
F -0.039 -3.849 -0.086
P 0.495 -3.455 2.471
P -0.836 -4.038 4.148
O -1.490 -5.342 3.812
C -2.611 0.624 -2.105
C -3.554 -0.485 -2.198
C -4.479 -0.487 -3.336
C -4.509 0.557 -4.339
C -3.568 1.676 -4.252
C -2.644 1.686 -3.125
H 0.646 1.933 -1.805
H 0.416 0.362 -2.620
H 1.197 0.395 -0.929
H -2.432 2.614 0.671
H -1.771 3.231 -0.915
H -0.604 2.948 0.454
H -1.221 0.040 1.611
H -2.396 -0.920 0.628
H 0.644 -1.165 1.154
H 0.253 -1.546 -0.551
H 1.306 -4.607 2.229
H 1.357 -2.374 2.849
H -1.770 -2.986 4.444
H 0.006 -4.233 5.297
H -3.533 -1.274 -1.417
H -5.195 -1.335 -3.459
H -5.221 0.555 -5.197
H -3.525 2.525 -4.966
H -1.925 2.533 -3.043
C 5.198 1.618 -0.022
C 5.869 2.236 1.017
C 5.059 2.306 2.325
O 5.506 2.750 3.379
C 3.677 1.820 2.309
C 3.015 1.222 1.273
C 3.864 1.059 -0.002
O 3.435 0.469 -1.000
O 1.808 0.791 1.257
O 7.021 2.719 1.005
H 5.695 1.513 -0.982
H 3.156 1.967 3.251
*
```

## Properties
- M: 433.4 u

# 5
The following is a DFT calculation (ωB97M-V with the def2-TZVPD basis set) of a molecular structure, C17H21F5N5NaO6Te in a non-equilibrium geometry.

```
! RIJCOSX wB97M-V def2-TZVPD def2/J DEFGRID3
* xyz -2 1
Na 0.482 0.358 -0.063
O -2.373 -3.338 -1.709
C -1.801 -2.256 -1.450
O -0.766 -1.775 -1.952
C -2.539 -1.339 -0.454
C -3.823 -1.665 -0.025
C -4.483 -0.807 0.838
C -3.833 0.340 1.266
C -2.542 0.570 0.811
N -1.915 -0.240 -0.037
C -1.775 1.795 1.271
O -2.365 2.840 1.450
O -0.516 1.529 1.474
H -4.259 -2.583 -0.396
H -5.495 -1.015 1.169
H -4.294 1.050 1.939
C 2.760 -2.351 4.019
N 1.500 -2.136 3.352
C 0.278 -2.656 3.711
C -0.610 -2.192 2.780
N 0.040 -1.412 1.869
C 1.295 -1.396 2.230
H 2.585 -2.854 4.968
H 3.255 -1.399 4.209
H 3.423 -2.973 3.413
H 0.158 -3.284 4.578
H -1.674 -2.358 2.716
H 2.067 -0.828 1.730
F 0.820 2.698 3.132
Te 1.069 2.873 1.180
F 0.022 2.769 -0.538
F 0.024 4.431 1.426
F 1.997 3.964 -0.203
F 2.490 3.942 2.069
O 2.093 1.458 0.903
C 2.267 -3.430 -1.408
N 3.271 -2.450 -1.802
C 4.363 -2.946 -2.608
C 5.505 -1.947 -2.640
C 4.922 -0.606 -3.047
N 3.943 -0.210 -2.066
C 3.618 1.207 -1.966
C 3.039 -1.115 -1.550
O 2.108 -0.735 -0.856
H 2.533 -3.911 -0.460
H 2.198 -4.194 -2.186
H 1.291 -2.956 -1.306
H 4.020 -3.145 -3.635
H 4.697 -3.901 -2.192
H 6.284 -2.274 -3.331
H 5.932 -1.851 -1.640
H 4.483 -0.684 -4.054
H 5.698 0.161 -3.091
H 4.541 1.784 -1.896
H 3.024 1.384 -1.070
H 3.050 1.551 -2.838
*
```

## Properties
- Relative energy (zero: lowest compared OMol25 entry of this formula, charge and spin): 164.38 kJ/mol
- M: 637.0 u

# 6
The following is a DFT calculation (ωB97M-V with the def2-TZVPD basis set) of a gas-phase ion, C17H21FN (charge +1) in a non-equilibrium geometry.

```
! RIJCOSX wB97M-V def2-TZVPD def2/J DEFGRID3
* xyz 1 1
C 2.702 -1.073 -1.540
C 2.460 0.182 -0.694
C 3.298 0.118 0.562
C 2.749 1.428 -1.565
N 0.913 0.296 -0.296
C -0.610 0.458 0.584
C -0.608 -0.668 1.585
C -0.266 -0.351 2.917
C -0.708 -1.175 3.967
C -1.420 -2.354 3.629
C -1.492 -2.789 2.272
C -1.054 -1.947 1.238
C -1.602 0.751 -0.563
C -1.510 2.030 -1.175
C -2.425 2.415 -2.163
C -3.358 1.449 -2.563
F -4.444 1.854 -3.340
C -3.405 0.152 -2.065
C -2.510 -0.193 -1.043
H 2.144 -1.008 -2.473
H 3.785 -1.087 -1.809
H 2.451 -2.002 -1.014
H 3.190 1.052 1.192
H 3.035 -0.802 1.125
H 4.399 0.045 0.239
H 2.554 2.412 -1.032
H 3.828 1.386 -1.874
H 2.168 1.336 -2.501
H 1.023 1.325 -0.035
H 0.422 0.187 -1.188
H -0.461 1.398 1.145
H 0.208 0.612 3.129
H -0.501 -0.925 5.030
H -1.906 -2.948 4.450
H -1.898 -3.790 2.035
H -1.158 -2.226 0.177
H -0.796 2.775 -0.788
H -2.426 3.431 -2.564
H -4.155 -0.571 -2.408
H -2.619 -1.182 -0.583
*
```

## Properties
- SMILES: CC(C)(C)[NH2+][C@H](c1ccccc1)c1ccc(F)cc1
- Relative energy (zero: lowest compared OMol25 entry of this formula, charge and spin): 82.73 kJ/mol
- M: 258.4 u

We obtain highest occupied orbital energy values of -8.268; -5.413; -3.765; -2.466; -2.871; -12.436 eV for the records listed above, in that order.
We obtain Kohn-Sham gap values of 8.86; 2.47; 6.00; 2.18; 6.66; 8.62 eV for the records listed above, in that order.